Here is C25H30N4O in the gas phase from the OMol25 dataset. Energies are from ωB97M-V/def2-TZVPD.

**Net charge**: 0
**LUMO level**: 0.025 Ha
**Max |F|**: 0.8 eV/Å
**HOMO level**: -8.5 eV
**Energy above the lowest of the compared OMol25 structures with the same formula, charge and spin**: 99.3 kJ/mol
**Energy**: -34420.46574 eV
**Orbital gap**: 0.339 Ha

```
60
C25H30N4O | the OMol25 dataset | ωB97M-V/def2-TZVPD
C 4.1701 -0.6452 -0.0314
H -4.3437 3.8420 -0.9125
C 0.5752 1.6654 0.7679
C 5.2521 -1.7141 -0.2222
C 0.4910 -0.7753 -0.7354
H 2.7211 -1.8730 -1.0151
C 9.1206 0.0945 0.1719
C 8.5046 0.0316 -1.0662
H -4.8675 -1.1019 2.7938
H -7.3290 -2.9521 1.1309
N -1.2006 3.5081 -0.0686
H -2.0912 5.3332 -0.5040
H 4.2669 0.1187 -0.8041
C -6.5977 -2.5419 0.4495
H -5.5334 -2.8705 -2.7394
C -2.9655 2.2114 -0.3630
H 2.4703 0.8619 1.3664
H -6.1332 0.0109 2.3073
H 5.1408 -2.1674 -1.2096
N -1.6528 2.2582 -0.0359
H 5.1177 -2.4957 0.5291
H 6.7854 -0.6110 -2.1626
C 7.2443 -1.0346 1.1491
C -2.2164 4.2726 -0.4171
C 1.5138 0.4871 1.0016
C -0.7567 1.1552 0.2334
H 8.9944 0.4467 -1.9352
H 4.3223 -0.1648 0.9361
H 6.7540 -1.4524 2.0173
C 7.2621 -0.5632 -1.1937
C -4.7402 -1.5016 -1.3013
N -3.7358 1.0513 -0.4746
C -5.7393 -1.5473 0.9004
C 6.6185 -1.1058 -0.0889
C -5.5965 -2.4999 -1.7274
H 0.6961 -1.3354 -1.6517
C 8.4867 -0.4403 1.2802
C 2.7694 -1.2508 -0.1167
H 1.0858 -0.1792 1.7745
H -6.5653 -1.6091 2.8719
H -7.2072 -3.7952 -1.1718
H -1.2298 0.5076 0.9811
C -6.5313 -3.0179 -0.8479
H -0.0540 1.0134 -1.7939
H -3.9970 -1.1082 -1.9814
H -4.4475 1.0947 -1.1908
N 1.7413 -0.2327 -0.2394
C -4.8046 -1.0195 0.0029
H 1.0156 2.3451 0.0394
C -5.8361 -1.0378 2.3034
C -0.4887 0.3525 -1.0420
C -3.8369 0.0329 0.4329
H 8.9622 -0.3952 2.2494
C -3.3674 3.5096 -0.6247
H 2.5924 -1.9087 0.7539
H 10.0913 0.5574 0.2726
H 0.4212 2.2126 1.6974
H -1.4157 -0.0689 -1.4358
O -3.1841 -0.0178 1.4549
H 0.0282 -1.4680 -0.0069
```


Here is C25H30N4O2 in the gas phase from the OMol25 dataset. Energies are from ωB97M-V/def2-TZVPD.

**Net charge**: 0
**LUMO level**: 0.027 Ha
**Max |F|**: 0.7 eV/Å
**HOMO level**: -7.9 eV
**Energy above the lowest of the compared OMol25 structures with the same formula, charge and spin**: 272.1 kJ/mol
**Energy**: -36466.78540 eV
**Orbital gap**: 0.317 Ha

```
61
C25H30N4O2 | the OMol25 dataset | ωB97M-V/def2-TZVPD
C 4.0853 0.7038 0.0370
H 2.2816 -0.5120 2.3474
H -7.5984 -2.0530 -0.2388
C 0.2579 -2.0041 -1.4981
H 5.6312 0.1727 1.4153
C 4.8095 0.4421 -1.1132
H 0.8125 2.5868 2.1637
H 0.9905 3.2363 0.5125
H 4.5431 -2.2125 -0.1433
H 1.5540 2.4574 -1.4040
N -0.2719 -2.2017 -0.2938
C -7.0731 -0.1555 0.6054
H 2.5515 -2.2507 2.5074
C -0.1074 1.3644 0.6607
H 4.1552 0.8120 2.1673
C -6.8228 -1.3117 -0.1154
H 5.7341 -0.1105 -1.0347
C -4.8177 0.5883 0.1971
H -3.3272 -1.2469 -2.1367
H -4.0262 2.5101 -0.2779
H -1.1908 2.7179 -0.6685
H -1.4120 0.3048 -1.5525
C -4.5668 -0.5691 -0.5331
H 5.8598 -2.1106 1.0517
H -2.8978 1.1674 -2.0095
H -6.2638 1.6889 1.3217
C 0.9993 2.3222 1.1198
C 1.5880 -1.6553 -1.6449
C 4.7828 -2.2262 0.9263
C -3.7609 1.6475 0.3663
C 2.6965 -1.3890 1.8408
O -0.4199 0.4984 1.7218
N 2.3737 -1.4598 -0.5950
C -5.5775 -1.5118 -0.6791
C 4.5381 0.1655 1.3739
H 4.9427 0.6492 -3.2420
C -2.4402 0.5093 -1.2492
H 0.0827 -2.2135 1.7198
C 2.8998 1.4502 -0.0595
C 1.8548 -1.6306 0.6120
H -0.4041 -2.1391 -2.3426
H -2.6458 -1.4964 -0.5277
H 2.8336 1.9297 -3.4043
C 3.1936 1.5883 -2.4442
C -1.3787 2.1176 0.2357
C 0.5199 -2.0351 0.7475
H 4.4911 -3.1941 1.3356
H 2.0497 -1.5128 -2.6127
H -8.0442 0.0107 1.0474
N -2.4382 1.1441 0.0564
H 0.2733 0.7762 -0.1911
H -1.6575 2.7948 1.0474
C 2.4641 1.8853 -1.3044
C -3.2168 -0.7982 -1.1474
C 4.3701 0.8720 -2.3541
H -5.3781 -2.4110 -1.2446
C -6.0733 0.7856 0.7590
O 2.2682 1.7229 1.1243
H -1.3049 0.1487 1.5240
H -3.7633 1.9986 1.4032
N 4.1165 -1.1907 1.6839
```


Here is C25H30N4O3 in the gas phase from the OMol25 dataset. Energies are from ωB97M-V/def2-TZVPD.

**Net charge**: 0
**LUMO level**: 0.010 Ha
**Max |F|**: 1.1 eV/Å
**HOMO level**: -8.4 eV
**Energy above the lowest of the compared OMol25 structures with the same formula, charge and spin**: 132.5 kJ/mol
**Energy**: -38516.71871 eV
**Orbital gap**: 0.320 Ha

```
62
C25H30N4O3 | the OMol25 dataset | ωB97M-V/def2-TZVPD
H 4.0694 -2.0134 -1.6796
C 1.2492 3.1863 -0.1314
H 3.4182 3.9699 2.3555
H 2.5539 -2.4222 1.8048
N -2.9613 0.2655 0.3412
O -1.4927 0.2581 -1.7181
H 1.4845 -1.3655 -0.4622
N 0.4286 0.9890 -0.8130
H 1.9048 0.1436 1.2134
H 5.2198 -2.0602 0.3642
C -5.2081 0.2201 -0.4097
H 0.4444 0.1017 -2.6792
C 1.1904 1.8062 0.0768
C 1.1347 0.6656 -2.0446
H 3.2084 -4.2124 -1.4764
C -6.5578 -1.9020 -0.4514
O 3.4092 0.1086 -2.4973
N 2.3081 -1.2141 -1.0345
H 3.3319 1.5174 2.6772
C 0.4985 3.8667 -1.2372
C -4.1579 -1.8090 0.2566
C -4.0496 0.8838 -0.1608
H -2.6468 2.5737 1.6198
C 2.4102 -0.1668 -1.8598
H 2.1013 5.0139 0.5612
H -7.3697 -1.4647 0.1282
H -6.4680 -2.9544 -0.1986
H 1.7935 -3.5511 -0.6555
C 1.9497 1.2128 1.0788
H -0.9480 2.8580 1.2399
C 4.1620 -1.8262 0.4930
H -6.8195 -1.8143 -1.5050
C 3.3928 -4.0623 0.6988
C 3.5402 -2.7784 1.5087
C -2.9463 -1.1123 0.4891
C -0.8918 0.7215 -0.7650
H 4.0779 -0.7757 0.7659
C -1.8786 2.4461 0.8584
C 2.7964 3.3587 1.7191
C -1.6845 0.9622 0.5593
C -5.2826 -1.1753 -0.1831
H -0.1161 0.7370 2.0682
C -0.7536 -1.1625 1.1881
H 4.3663 -4.5438 0.5874
H 2.7074 -4.7719 1.1587
H -3.9690 1.9412 -0.3480
C 2.7472 1.9872 1.9011
H -0.2666 3.2251 -1.6664
O 0.3713 -1.6279 1.1284
N -1.8606 -1.7817 0.7625
C 2.8833 -3.5705 -0.6592
H -4.1257 -2.8746 0.4134
H -1.7296 0.1922 2.5768
H -2.1564 3.0088 -0.0297
H 1.1921 4.1464 -2.0304
C -1.0266 0.2440 1.7413
C 3.4093 -2.1306 -0.8161
H 4.1552 -2.9067 2.3987
H 1.4271 1.5803 -2.5693
C 2.0540 3.9451 0.7120
H 0.0305 4.7799 -0.8727
H -6.0611 0.7544 -0.7940
```


Here is C25H30N4O4S in the gas phase from the OMol25 dataset. Energies are from ωB97M-V/def2-TZVPD.

**Net charge**: 0
**LUMO level**: 0.016 Ha
**Max |F|**: 0.8 eV/Å
**HOMO level**: -8.4 eV
**Energy above the lowest of the compared OMol25 structures with the same formula, charge and spin**: 32.2 kJ/mol
**Energy**: -51398.92050 eV
**Orbital gap**: 0.324 Ha

```
64
C25H30N4O4S | the OMol25 dataset | ωB97M-V/def2-TZVPD
C 2.0000 1.3882 1.2121
H -0.3356 0.2123 -3.1357
C -5.7449 -1.2007 0.2694
H 2.4936 -3.5394 2.3803
H 0.1296 -1.9965 -4.1958
O -6.7483 0.9911 0.0136
H 2.6491 -1.9498 3.1720
H -5.6968 -2.0524 0.9519
H -5.5778 2.3992 -0.8174
H 0.1822 4.0314 0.1156
C 0.6554 0.3693 -2.7392
H 4.3544 3.8025 1.0546
H -1.0248 -1.9539 -2.8354
C 0.8898 2.1325 0.7792
C -0.4111 1.4886 0.6845
C 3.3309 -1.9762 1.1393
N -4.4149 -0.6340 0.1274
O 0.9913 -2.0065 -2.3106
H -2.4843 0.2233 1.3533
H 2.4113 5.1128 0.3014
C 3.2552 1.9966 1.3062
C 0.7142 -0.4712 1.4848
O 4.4166 -1.5127 1.4037
H 2.8340 2.8833 -2.1464
H -1.7140 -1.2900 1.9006
C -4.4776 0.5349 -0.7386
H -1.3386 -1.9634 -0.4288
N 1.8742 0.0693 1.5376
N 2.8920 -2.2304 -0.1077
C 2.4351 1.8820 -2.1854
O -1.4292 2.0078 0.2709
C 3.1935 0.8148 -1.7332
H -3.5610 -2.4917 0.3516
H -3.4980 1.0097 -0.7861
H -4.8012 0.2584 -1.7586
C -3.4570 -1.6299 -0.3141
C -6.6857 -0.1419 0.8438
H 3.5799 -2.4168 -2.0543
H 0.5584 2.4800 -3.0214
C 3.5119 -1.6470 -1.2785
H 4.0885 1.3958 1.6340
C 2.2872 4.0697 0.5513
H -1.8419 -0.3634 -1.0000
C -1.7170 -0.5201 1.1267
H -6.1431 -1.5476 -0.7016
C 1.0491 3.4792 0.4456
H 4.1849 0.9834 -1.3415
H -3.6684 -1.9723 -1.3451
C -5.4624 1.5440 -0.1501
C 3.3878 3.3259 0.9799
H -6.3300 0.1466 1.8447
H -5.0787 1.8892 0.8211
N -0.4363 0.1589 1.1317
H -7.7035 -0.5295 0.9166
H -0.1068 -3.4378 -3.1746
S 0.6371 -2.1823 1.8893
C 2.7039 -0.4780 -1.7817
H 4.5124 -1.3248 -0.9860
C 1.4172 -0.7019 -2.2930
C 1.1649 1.6558 -2.6785
C -2.0160 -1.1282 -0.2416
C 2.3922 -2.4614 2.2456
C -0.0647 -2.3494 -3.1787
H 1.9485 -2.5647 -0.2448
```


Q: What is the formula in the first record?
A: C25H30N4O